Entry 1:
The following is a quantum chemistry calculation of a molecular structure, C24H26AsAuN2O3, from the OMol25 dataset.

The geometry in XYZ format:
```
57
Properties=species:S:1:pos:R:3:forces:R:3:nbo_charge:R:1
Au -0.18549 0.76672 1.54536 0.2877 -0.2158 0.4653 0.65
C 5.92777 0.60874 1.76496 -0.0111 -0.0155 -0.0226 -0.20
C 5.66528 -0.25635 0.70839 0.0042 0.0249 0.0333 -0.22
C 4.38096 -0.35835 0.19835 0.0119 0.0329 -0.0563 -0.15
C 3.35637 0.40488 0.74860 -0.0161 0.0012 0.0397 -0.36
C 3.61493 1.25955 1.81103 0.0020 -0.0143 0.0671 -0.20
C 4.90525 1.36538 2.31593 -0.0150 -0.0136 -0.0115 -0.21
As 1.55914 0.31689 0.04235 0.0769 -0.0558 -0.2451 0.94
C 1.78995 0.95805 -1.76094 -0.0146 0.0134 -0.0712 -0.34
C 2.01489 2.25916 -2.17346 -0.0195 0.0409 -0.0473 -0.20
C 2.16149 2.52537 -3.52889 -0.0029 -0.0045 0.0261 -0.20
C 2.07466 1.49263 -4.45382 -0.0040 -0.0330 0.0119 -0.20
C 1.85025 0.18744 -4.03854 0.0085 0.0528 -0.0370 -0.22
C 1.71065 -0.08996 -2.68411 0.0320 -0.0519 0.0374 0.01
C 1.49608 -1.43215 -2.09260 0.0056 0.0697 0.0052 0.02
C 1.35441 -2.62289 -2.79561 -0.0070 -0.0551 0.0123 -0.22
C 1.14909 -3.80789 -2.10277 0.0029 0.0183 -0.0088 -0.20
C 1.07460 -3.81712 -0.71479 0.0033 0.0147 0.0099 -0.21
C 1.20608 -2.63153 -0.00350 0.0039 -0.0512 -0.0174 -0.19
C 1.42889 -1.45382 -0.69641 -0.0660 -0.0313 -0.0237 -0.36
H 6.93156 0.68520 2.16261 -0.0011 -0.0001 -0.0015 0.22
H 6.46360 -0.85226 0.28545 -0.0043 -0.0048 -0.0072 0.22
H 4.17561 -1.03246 -0.62550 0.0055 0.0011 -0.0006 0.21
H 2.80505 1.82348 2.25968 -0.0018 0.0048 -0.0057 0.23
H 5.10577 2.02976 3.14616 -0.0012 0.0024 -0.0005 0.22
H 2.07413 3.06614 -1.45342 -0.0069 -0.0099 0.0143 0.22
H 2.33968 3.53837 -3.86516 -0.0021 -0.0009 0.0063 0.22
H 2.18499 1.70806 -5.50874 -0.0012 -0.0108 -0.0002 0.22
H 1.79032 -0.60578 -4.77305 -0.0022 -0.0048 0.0109 0.21
H 1.39733 -2.63509 -3.87735 0.0033 0.0123 0.0027 0.21
H 1.03831 -4.73541 -2.64965 0.0020 0.0074 -0.0099 0.22
H 0.90507 -4.74733 -0.18862 -0.0013 0.0031 0.0022 0.22
H 1.12570 -2.63073 1.07694 0.0049 0.0211 0.0042 0.23
O -2.03501 -0.92521 3.15021 -0.1436 -0.1897 -0.2253 -0.73
C -1.35169 -0.30665 3.96055 -0.1629 0.0090 0.1079 0.64
O -0.48126 0.57948 3.69547 0.0600 0.4001 -0.1404 -0.81
H -1.48363 -0.50353 5.03948 0.0449 0.0027 0.0343 0.08
C -5.73674 1.38335 0.63943 0.0303 0.0024 -0.0222 -0.41
N -4.35992 1.60066 1.04612 -0.0377 -0.0157 0.0760 -0.46
C -4.02625 2.98177 1.33778 0.0202 -0.0272 -0.0275 -0.40
C -3.33657 0.79035 0.62259 -0.0001 0.0119 -0.0575 0.82
O -2.23765 1.27663 0.31282 -0.0841 0.0968 0.0895 -0.74
N -3.58818 -0.54078 0.52821 -0.0199 -0.0892 -0.0557 -0.44
C -2.55862 -1.37800 -0.06469 -0.0381 0.0202 0.0327 -0.41
C -4.49248 -1.23678 1.43384 0.0210 0.0528 -0.0356 -0.41
H -6.03295 2.15042 -0.08353 -0.0167 0.0061 0.0048 0.19
H -6.41302 1.43807 1.49554 -0.0050 -0.0038 -0.0001 0.20
H -5.85118 0.41380 0.16543 0.0075 0.0205 -0.0075 0.22
H -4.80090 3.39420 1.98464 0.0050 0.0066 0.0063 0.20
H -3.96352 3.58783 0.42806 -0.0038 0.0076 -0.0020 0.19
H -3.06978 3.03203 1.85004 0.0023 -0.0040 0.0031 0.23
H -2.01843 -0.81647 -0.82245 0.0051 -0.0065 0.0047 0.22
H -3.03558 -2.24140 -0.53127 0.0009 -0.0104 0.0083 0.19
H -1.85863 -1.72422 0.70106 0.0247 0.0113 0.0016 0.21
H -4.92717 -0.53800 2.14228 0.0076 -0.0111 0.0074 0.22
H -3.92169 -1.96488 2.00771 0.0046 -0.0191 0.0037 0.23
H -5.29152 -1.73936 0.88180 0.0018 -0.0193 0.0109 0.18
```
Positions in Å, forces in eV/Å.

Summary:
Electronic energy: -98964.3282 eV
ΔE to the lowest compared entry with this formula, charge and spin: 6.3 kcal per mole
LUMO: 0.30 eV
HOMO: -8.412 eV

Entry 2:
The following is a quantum chemistry calculation of a molecular structure, C24H26ClHfNO4S3SbSi, from the OMol25 dataset.

The geometry in XYZ format:
```
62
Properties=species:S:1:pos:R:3:forces:R:3:nbo_charge:R:1
Hf -0.53994 0.07338 0.05358 -1.0403 0.6368 -0.1318 1.83
C -1.20943 0.53907 5.02822 0.3162 -0.0031 0.3301 -1.14
Si -1.64812 0.25334 3.23835 0.3944 0.0213 -0.1338 1.85
C -2.48446 1.83333 2.73492 -0.2466 0.2845 -0.0400 -1.16
C -2.84491 -1.15908 3.25378 -0.2697 -0.3754 0.0973 -1.15
N -0.30048 -0.10225 2.11731 0.9178 -0.4380 0.9205 -1.28
C 1.03329 -0.41111 2.49755 -0.4072 0.0044 0.0103 0.11
C 1.47550 -0.65385 3.80277 -0.0176 -0.0318 0.1146 -0.20
C 2.80695 -0.91298 4.10408 -0.0604 0.0079 -0.0228 -0.21
C 3.76465 -0.95796 3.10479 0.0156 -0.0090 0.0388 -0.23
C 3.36342 -0.76858 1.79022 0.1090 -0.0638 -0.0293 -0.26
C 2.03878 -0.51534 1.52193 -0.0497 -0.1021 -0.2506 0.28
O 1.59342 -0.41477 0.16281 0.9110 0.3929 0.6263 -0.62
C 2.54789 0.02403 -0.80294 -0.2912 -0.2290 0.2861 0.35
C 3.00180 -0.90643 -1.70170 0.1335 -0.1117 -0.2420 -0.26
C 3.88724 -0.50055 -2.69181 0.0212 0.0122 -0.0038 -0.19
C 4.30410 0.82240 -2.74736 -0.0273 -0.0002 0.0384 -0.19
C 3.84402 1.73551 -1.80480 0.0288 0.0124 -0.0320 -0.19
C 2.95621 1.33641 -0.81609 0.0871 0.2351 0.0215 -0.25
H -2.10669 0.97575 5.48204 0.1061 -0.0637 -0.0043 0.24
H -0.38399 1.24736 5.16753 -0.1568 -0.0761 0.0108 0.24
H -0.97470 -0.38132 5.57436 -0.0614 0.1573 -0.0145 0.23
H -3.39303 1.64737 2.16042 0.0304 0.0422 -0.0234 0.25
H -1.82503 2.46986 2.14542 -0.0057 0.0695 -0.0156 0.26
H -2.76239 2.38637 3.64072 0.0204 -0.0576 -0.1467 0.24
H -3.75114 -0.85316 3.79351 0.1242 -0.0676 -0.0692 0.25
H -2.42458 -2.02345 3.78442 -0.0808 0.0831 -0.0797 0.23
H -3.14870 -1.47306 2.25399 -0.0233 -0.0108 0.0263 0.25
H 0.75371 -0.63499 4.60428 0.1116 -0.0192 -0.0578 0.22
H 3.09078 -1.08239 5.13662 -0.0310 0.0158 -0.0617 0.22
H 4.80579 -1.15122 3.33255 -0.0814 0.0079 -0.0152 0.22
H 4.07667 -0.82287 0.97664 -0.0409 0.0003 0.0512 0.23
H 2.66972 -1.92856 -1.62267 -0.0615 -0.1289 -0.0133 0.23
H 4.24668 -1.22046 -3.41682 -0.0225 0.0449 0.0289 0.22
H 4.98702 1.14369 -3.52465 -0.0390 -0.0186 0.0531 0.22
H 4.16718 2.76919 -1.84161 -0.0150 -0.0736 -0.0037 0.22
H 2.58875 2.03309 -0.07548 -0.0193 0.0066 -0.0032 0.24
S -2.39700 2.01457 -3.47322 0.1665 -0.1959 -0.3860 -0.31
Sb -2.52497 2.18815 -1.17628 -0.4448 0.5545 0.5656 0.96
S -2.97423 -0.03338 -0.26388 -0.0473 0.2537 0.1153 -0.69
S -0.27953 2.48970 -0.29191 -0.3785 -0.0561 -0.0671 -0.65
C 1.10089 -4.42606 -1.83606 0.2758 -0.0312 0.1671 -0.64
C 0.70598 -4.40738 -0.37742 0.0712 -0.2765 -0.0708 -0.03
C 1.11374 -5.45793 0.44194 0.0174 -0.1138 -0.1812 -0.22
C 0.77368 -5.50309 1.77947 -0.0088 -0.0256 0.1045 -0.02
Cl 1.32471 -6.83506 2.75336 -0.0347 0.0783 -0.0384 0.01
C 0.00660 -4.50249 2.35041 0.0109 -0.0291 0.0760 -0.24
C -0.41324 -3.45386 1.55216 -0.0775 0.0498 0.1503 -0.18
C -0.06074 -3.41249 0.21764 0.1404 0.1255 -0.1597 0.26
O -0.40484 -2.26498 -0.49078 -0.4254 0.0707 -0.2684 -0.57
C -1.05809 -2.40774 -1.78203 0.0226 -0.0188 -0.0587 -0.18
C -0.57430 -1.25214 -2.63698 0.3558 0.3551 0.0431 0.79
O -0.43034 -1.38660 -3.82557 -0.1261 0.1211 0.0214 -0.58
O -0.31827 -0.16552 -1.93366 0.4123 -0.9128 -1.5633 -0.86
H 2.05119 -4.94652 -1.95332 -0.0038 0.0114 0.0183 0.23
H 1.20226 -3.42906 -2.25693 0.1392 0.0088 -0.0077 0.22
H 0.36637 -4.95370 -2.44616 -0.0040 -0.0727 0.0283 0.23
H 1.71212 -6.25632 0.01801 -0.0137 0.0467 0.0385 0.23
H -0.25105 -4.53787 3.40109 0.0052 -0.0079 -0.0574 0.23
H -1.00224 -2.64475 1.96544 0.0301 -0.0428 -0.0217 0.24
H -2.13055 -2.34115 -1.63849 -0.2296 0.0112 0.0400 0.23
H -0.79975 -3.32673 -2.28740 -0.1320 -0.0587 0.2522 0.22
```
Positions in Å, forces in eV/Å.

Summary:
2S+1: 2
Electronic energy: -95746.6267 eV
LUMO (alpha / beta): 0.29 / -2.33 eV
HOMO (alpha / beta): -8.278 / -8.269 eV

Entry 3:
The following is a quantum chemistry calculation of a single C24H26ClN3O2 molecule, from the OMol25 dataset.

The geometry in XYZ format:
```
56
Properties=species:S:1:pos:R:3:forces:R:3:nbo_charge:R:1
O 1.53219 4.21003 1.64948 0.1999 0.3830 -0.1581 -0.72
C 0.97198 3.00899 2.11296 -0.1808 -0.3629 0.0231 -0.07
C 1.38090 1.74756 1.31804 0.1831 -0.0918 0.0452 -0.04
C 2.77693 1.25322 1.78653 -0.2941 0.1372 -0.1136 -0.41
C 3.86818 2.28025 1.71599 0.1358 -0.1245 0.0933 -0.06
C 4.55151 2.52302 0.52808 0.0229 0.0393 0.1098 -0.14
C 5.54566 3.48144 0.45744 0.0633 0.0751 0.0216 -0.24
C 5.87551 4.20684 1.59101 -0.1521 -0.1265 0.0440 -0.05
Cl 7.12033 5.40507 1.51152 0.1234 0.1152 -0.0101 0.01
C 5.22477 3.97117 2.79112 0.1117 0.1201 -0.0729 -0.23
C 4.23040 3.01079 2.84546 0.0192 -0.0773 -0.1046 -0.22
C 1.38828 2.03588 -0.18881 -0.2749 0.1209 0.0576 -0.43
C -0.03235 2.21376 -0.74067 0.2811 0.0902 -0.0583 -0.21
N -0.90699 1.08885 -0.48508 -0.0811 -0.0269 -0.1793 -0.45
C -0.62278 -0.08954 -1.28591 -0.0032 0.0920 -0.0060 -0.23
C -1.77087 -1.06170 -1.22524 0.0171 -0.0754 -0.0222 -0.04
C -3.07621 -0.59855 -1.34681 0.1279 -0.0949 -0.0093 -0.19
C -4.14112 -1.47481 -1.30173 -0.1476 -0.3817 -0.0150 -0.26
C -3.91186 -2.83691 -1.13983 0.4259 0.3802 -0.0524 0.35
O -5.03286 -3.64284 -1.03536 -0.0118 0.4548 0.3235 -0.47
C -5.08249 -4.84373 -1.59986 -0.1016 -1.1018 -0.6382 0.67
N -4.11411 -5.24276 -2.41772 0.0042 0.6041 0.2108 -0.51
C -4.25568 -6.43108 -2.97706 -0.2824 -0.3239 0.0167 0.10
C -5.35186 -7.24214 -2.73147 0.0691 0.0979 0.0113 -0.34
C -6.29978 -6.72650 -1.85698 0.2081 -0.1389 -0.1972 0.09
N -6.17416 -5.54128 -1.29419 -0.0384 0.5633 0.3562 -0.46
C -2.61632 -3.31151 -1.00534 -0.2195 -0.1490 0.1256 -0.26
C -1.55780 -2.42090 -1.04949 -0.0826 0.1572 -0.0058 -0.20
C -0.98563 0.82528 0.93670 0.0495 -0.0807 0.2721 -0.23
C 0.37951 0.61553 1.61014 -0.1667 0.2362 -0.1958 -0.42
H 2.49069 4.16961 1.75331 -0.0812 0.0410 0.0083 0.48
H 1.21289 2.85182 3.17489 -0.0799 -0.0582 -0.0310 0.16
H -0.10611 3.16020 2.03796 0.0350 -0.0649 0.0979 0.18
H 2.67974 0.90662 2.81828 0.0085 -0.0617 0.0152 0.21
H 3.05647 0.39477 1.17099 -0.0330 -0.0668 0.0296 0.21
H 4.31165 1.94944 -0.35398 -0.0477 -0.0683 -0.1010 0.21
H 6.06784 3.66161 -0.46888 0.0673 0.0414 -0.0750 0.23
H 5.49760 4.52851 3.67322 0.0451 0.0737 0.0649 0.23
H 3.73373 2.82298 3.78653 -0.0705 -0.0350 0.0903 0.22
H 1.87134 1.20708 -0.71149 0.0918 -0.0573 -0.0318 0.19
H 1.95548 2.94561 -0.38790 0.0634 -0.0585 -0.0619 0.23
H 0.01340 2.38108 -1.81970 -0.0394 0.0665 0.0343 0.20
H -0.48761 3.09613 -0.28400 0.0074 0.0793 -0.0581 0.20
H -0.50260 0.24495 -2.32233 0.1140 -0.0033 0.0604 0.21
H 0.30595 -0.60682 -0.99474 -0.0240 -0.0105 -0.0894 0.17
H -3.24297 0.46036 -1.46693 -0.0464 0.1201 0.0103 0.23
H -5.15737 -1.12410 -1.38977 -0.1264 0.0320 -0.0148 0.23
H -3.45404 -6.72836 -3.64119 -0.0024 -0.1182 -0.0712 0.20
H -5.46114 -8.21046 -3.18886 -0.0120 -0.0956 -0.0437 0.23
H -7.19409 -7.27550 -1.59167 -0.0391 -0.1110 -0.0409 0.20
H -2.43627 -4.36487 -0.86422 0.0261 -0.0125 0.0086 0.23
H -0.55027 -2.79717 -0.94206 0.1117 -0.0212 0.0271 0.21
H -1.60473 -0.06174 1.09007 -0.0360 0.1000 0.0780 0.22
H -1.50162 1.67381 1.39486 -0.0502 -0.0642 0.0525 0.19
H 0.23191 0.52292 2.68809 0.0346 -0.0821 0.1026 0.21
H 0.80277 -0.32661 1.25433 0.0778 -0.0747 0.0668 0.20
```
Positions in Å, forces in eV/Å.

Summary:
Electronic energy: -46397.9927 eV
ΔE to the lowest compared entry with this formula, charge and spin: 0.0 kcal per mole
SMILES: OCC1(Cc2ccc(Cl)cc2)CCN(Cc2ccc(Oc3ncccn3)cc2)CC1
LUMO: 0.64 eV
HOMO: -8.297 eV

Entry 4:
The following is a quantum chemistry calculation of a molecular structure, C24H26ClN3Ru, from the OMol25 dataset.

The geometry in XYZ format:
```
55
Properties=species:S:1:pos:R:3:forces:R:3:nbo_charge:R:1
C -1.38289 4.49409 -5.08581 1.1289 -1.5356 1.9470 0.65
C -2.18296 3.33819 -5.51061 -0.2279 -0.2565 0.0487 -0.76
C -1.90035 5.36598 -4.02123 -0.1867 0.0219 0.2929 -0.76
C 0.07712 4.47086 -5.33039 0.3438 -0.1712 0.1188 -0.76
Cl -0.14289 1.83146 -1.96845 -0.5934 2.3579 -3.5881 -0.23
H -2.31390 6.29401 -4.44750 0.0260 0.0039 0.0528 0.33
H -1.11733 5.62963 -3.29154 -0.1256 0.1805 -0.5996 0.28
H -2.69901 4.85812 -3.46032 -0.0057 0.2924 -0.4658 0.27
H -2.70599 3.55400 -6.45622 0.0178 -0.0487 0.0128 0.33
H -2.93613 3.08931 -4.75065 -0.0467 0.3650 -0.3701 0.27
H -1.56476 2.43785 -5.64547 -0.0311 0.4970 -0.3533 0.28
H 0.34455 5.08681 -6.20453 -0.0419 -0.0194 0.0377 0.33
H 0.44556 3.44332 -5.51605 -0.4035 0.5362 -0.2717 0.28
H 0.64587 4.85496 -4.46138 -0.4632 0.1890 -0.5283 0.28
C -2.52238 -0.99540 0.79113 -0.2357 -0.0911 -0.1158 -0.17
C -2.55634 0.40785 0.90210 -0.4985 0.0636 -0.3236 -0.23
C -2.22585 0.97850 -0.36253 -0.2693 -1.1771 -0.3068 -0.37
H -2.91472 0.97923 1.75046 0.1208 -0.1162 -0.0521 0.25
C -1.92271 -0.18023 -1.25391 -0.5437 0.5260 0.9188 -0.27
C -2.05932 -1.36816 -0.47889 -0.4321 0.4031 -0.1716 -0.22
H -1.90802 -2.38472 -0.83669 -0.0696 0.3351 0.0856 0.25
H -2.90471 -1.69078 1.52798 0.4174 0.0970 0.0792 0.25
H -2.51804 1.97198 -0.71795 0.2701 -0.5053 0.2785 0.26
H -1.98226 -0.10680 -2.33541 0.5101 -0.1439 0.2680 0.26
C 2.51191 0.02728 -0.00993 0.4406 1.0208 -0.3802 -0.32
C 2.45333 0.33375 1.37092 0.4828 0.0374 -0.4209 -0.10
C 1.86315 1.60493 1.55626 -0.0151 0.8997 -0.7588 -0.25
H 2.97369 -0.22776 2.13306 -0.4694 -0.1587 0.1483 0.25
C 1.63157 2.17780 0.26438 1.0692 -0.3456 0.5253 -0.32
C 2.10568 1.20097 -0.71733 0.4603 -0.4405 0.7311 -0.24
H 2.28343 1.43376 -1.76839 -0.0672 -0.3592 0.5565 0.27
H 3.01306 -0.80644 -0.49503 -0.2660 0.0448 0.2905 0.26
H 1.76780 2.14065 2.49622 -0.1773 -0.2658 -0.1774 0.26
H 1.46088 3.22768 -0.00880 -0.2026 -0.6422 0.4395 0.27
Ru -0.05581 0.72272 -0.21366 0.1009 -1.8631 2.2413 1.04
N 3.97542 -8.31581 5.59566 -2.0480 2.3343 -1.5510 -0.24
C 3.28906 -7.50992 5.07721 1.6518 -2.4434 1.1071 0.24
C 2.51334 -6.43394 4.51327 -0.4975 0.2654 -0.7188 -0.15
C 3.06956 -5.62360 3.50910 0.2466 0.5843 0.3623 -0.13
C 2.50823 -4.37887 3.21132 -0.0813 -0.3412 -0.0456 -0.23
C 1.31064 -3.99920 3.82282 0.2942 -1.1515 0.2613 0.15
C 0.71852 -4.81918 4.80821 0.1555 -0.3266 -0.8316 -0.22
C 1.23589 -6.12107 5.01102 0.0797 0.8714 0.6894 -0.12
N 0.64056 -2.86557 3.30104 -0.7835 1.5893 -0.6913 -0.34
C -0.45497 -2.18184 3.84562 0.6919 0.3797 -0.7016 -0.05
C -0.70497 -1.12434 3.00433 0.4616 -0.7654 0.3595 -0.09
N 0.16382 -1.15099 1.93133 0.1065 -0.6340 -0.2616 -0.55
C 0.93802 -2.22159 2.10224 -0.8864 0.4555 1.5541 0.20
H 3.95546 -5.95993 2.97394 0.0275 0.2151 0.4030 0.24
H 3.00869 -3.66475 2.54252 -0.1983 -0.7478 0.1575 0.21
H -0.12149 -4.40564 5.37666 0.0181 -0.7313 -0.4257 0.23
H 0.68581 -6.89336 5.57376 0.4530 0.8151 0.1598 0.25
H -0.95399 -2.46749 4.75775 0.2176 -0.0168 -0.0540 0.24
H -1.46928 -0.36946 3.09486 0.1810 -0.0995 0.1478 0.22
H 1.73230 -2.54817 1.45653 -0.1062 0.0163 -0.1097 0.22
```
Positions in Å, forces in eV/Å.

Summary:
2S+1: 5
Electronic energy: -44861.9110 eV
ΔE to the lowest compared entry with this formula, charge and spin: 15.6 kcal per mole
LUMO (alpha / beta): -8.38 / -8.38 eV
Net charge: +2
HOMO (alpha / beta): -12.935 / -12.960 eV